Entry i
2 unconnected molecules or ions with the total composition CH7N2O, computed with wB97M-V/def2-TZVPD.

Output
Net charge: -1

```
11
CH7N2O (wB97M-V/def2-TZVPD)
O -0.0914 1.3038 2.2475
H -1.0699 1.3518 2.1356
N 0.9763 -0.4453 0.3349
C 0.2269 -0.8590 -0.7904
N -0.8763 0.1232 -1.3589
H 1.9292 -0.1846 0.0600
H 0.1825 0.5803 1.4771
H 0.9217 -1.1171 -1.6721
H -0.3022 -1.8395 -0.6348
H -1.5282 0.0770 -0.5232
H -0.3685 1.0093 -1.2757
```

Formally, the Mulliken partial charges of the atoms, in units of the elementary charge, are as follows:
1 O -0.84
2 H 0.28
3 N -0.76
4 C -0.39
5 N -0.82
6 H 0.06
7 H 0.40
8 H 0.28
9 H 0.24
10 H 0.23
11 H 0.33


Entry ii
2 unconnected molecules or ions with the total composition CH7N2O, computed with wB97M-V/def2-TZVPD.

Output
Net charge: -1

```
11
CH7N2O (wB97M-V/def2-TZVPD)
O -0.4716 0.1821 -2.1410
H -0.1894 -0.2256 -2.9938
N 0.9450 -0.8600 0.2761
C 0.3658 0.1287 1.1344
N -0.7252 0.9912 0.6501
H 0.7458 -0.4861 -0.6875
H 0.2584 -1.6279 0.3099
H 1.2085 0.7819 1.2754
H -0.1273 -0.4318 1.9281
H -1.5496 0.3799 0.5734
H -0.4602 1.1677 -0.3252
```

Formally, the Mulliken partial charges of the atoms, in units of the elementary charge, are as follows:
1 O -1.12
2 H 0.12
3 N -0.68
4 C -0.55
5 N -0.70
6 H 0.35
7 H 0.25
8 H 0.32
9 H 0.39
10 H 0.25
11 H 0.37


Entry iii
2 unconnected molecules or ions with the total composition CH7N2O, computed with wB97M-V/def2-TZVPD.

Output
Net charge: -1

```
11
CH7N2O (wB97M-V/def2-TZVPD)
N -0.2794 1.5252 -2.1733
H -0.4375 0.6649 -1.6112
H -0.2605 2.3238 -1.5382
H 0.6741 1.5158 -2.5054
N 0.4629 -1.3007 1.7901
C -0.2878 -0.4315 0.8323
O -0.2611 -0.8063 -0.4500
H 1.4098 -1.4390 1.4813
H 0.1750 -2.2401 1.9897
H 0.1287 0.5993 0.9396
H -1.3242 -0.4114 1.2452
```

Formally, the Mulliken partial charges of the atoms, in units of the elementary charge, are as follows:
1 N -0.79
2 H 0.41
3 H 0.20
4 H 0.19
5 N -0.65
6 C -0.27
7 O -0.92
8 H 0.23
9 H 0.21
10 H 0.20
11 H 0.20


Calculated relative energies: entry i 0.0221; entry ii 0.0141; entry iii 0.0000, given in hartree


Entry i
8 unconnected molecules or ions with the total composition H15O7S, computed with wB97M-V/def2-TZVPD.

Output
Net charge: -1

```
23
H15O7S (wB97M-V/def2-TZVPD)
S -2.8489 -1.4110 0.3413
H -1.8915 -2.1556 0.9104
H -1.8775 1.3038 -0.9805
H -0.6162 2.0128 -0.5703
O -1.1178 1.7692 -1.3645
H 2.0475 2.2814 0.7164
H 0.7626 1.8919 1.2465
O 1.1692 2.6721 0.8366
H 2.7828 0.0394 0.6803
H 4.0253 0.2124 1.5042
O 3.4366 0.7297 0.9438
H 0.9988 -1.8906 0.3935
H 0.5984 -0.7602 1.3326
O 1.3851 -1.2200 0.9945
H -0.8841 -2.3269 -0.7198
H 0.0728 -1.6326 -1.6518
O 0.0011 -2.4459 -1.1277
H -1.3744 1.2480 1.9717
H -1.3610 0.0004 1.0687
O -0.8099 0.7706 1.3562
H 1.6812 0.9334 -2.2380
H 0.1970 0.5680 -2.2967
O 1.0868 0.1990 -2.4069
```

Formally, the Mulliken partial charges of the atoms, in units of the elementary charge, are as follows:
1 S -0.75
2 H -0.02
3 H 0.31
4 H 0.39
5 O -0.72
6 H 0.37
7 H 0.33
8 O -0.67
9 H 0.39
10 H 0.29
11 O -0.67
12 H 0.42
13 H 0.30
14 O -0.71
15 H 0.24
16 H 0.37
17 O -0.73
18 H 0.20
19 H 0.14
20 O -0.50
21 H 0.28
22 H 0.40
23 O -0.65


Entry ii
9 unconnected molecules or ions with the total composition H15O7S, computed with wB97M-V/def2-TZVPD.

Output
Net charge: -1

```
23
H15O7S (wB97M-V/def2-TZVPD)
S 2.8041 -0.3325 -0.4554
H 2.3218 -1.5911 -0.7452
H 1.5813 -1.7261 1.0507
H 0.2387 -1.3725 1.5891
O 0.9144 -2.0765 1.6847
H -2.0486 0.0434 1.2109
H -0.6423 0.3847 1.5175
O -1.2854 -0.2395 1.8523
H -1.2325 1.9068 -1.4440
H -3.5936 0.6315 -0.2964
O -2.8437 0.1626 0.0708
H 0.9670 0.5674 -1.3157
H -1.8982 1.2200 -0.2186
O -1.3134 1.9923 -0.4844
H -0.1980 -0.4282 -0.0587
H 1.4495 1.0814 -2.6640
O 0.6530 1.0291 -2.1263
H -0.0624 1.8523 0.3336
H 1.0567 0.8648 0.6078
O 0.5998 1.6020 1.0741
H -2.3105 -1.2766 -1.0490
H -1.1548 -1.9087 -0.3235
O -1.5893 -1.9272 -1.2072
```

Formally, the Mulliken partial charges of the atoms, in units of the elementary charge, are as follows:
1 S -0.47
2 H 0.15
3 H 0.26
4 H 0.45
5 O -0.61
6 H 0.49
7 H 0.32
8 O -0.74
9 H 0.31
10 H 0.15
11 O -0.99
12 H 0.11
13 H 0.47
14 O -0.73
15 H 0.02
16 H 0.23
17 O -0.60
18 H 0.57
19 H 0.30
20 O -0.85
21 H 0.39
22 H 0.46
23 O -0.67


Calculated relative energies: entry i 0.0000; entry ii 0.2369, given in hartree


Entry i
A single C21H23N3O2 molecule, computed with wB97M-V/def2-TZVPD.

Output
SMILES string: Cc1cc2n(n1)[C@@H](c1cc(C(C)(C)C)c(O)cc1O)Nc1ccccc1-2

```
49
C21H23N3O2 (wB97M-V/def2-TZVPD)
C -0.2301 -5.0317 0.7730
C -0.8433 -3.6281 0.9071
C -1.7562 -3.1148 -0.1024
C -1.9535 -1.8207 0.2540
N -1.1838 -1.6013 1.4063
N -0.4927 -2.7455 1.7653
C -1.0491 -0.3069 2.0678
C 0.1982 0.4433 1.6882
C 0.6610 0.4797 0.3913
C 1.7857 1.2397 0.0136
C 2.2948 1.0347 -1.4026
C 1.1282 1.4580 -2.3643
C 2.7443 -0.4439 -1.5575
C 3.4755 1.8910 -1.8495
C 2.4351 1.9738 1.0256
O 3.5870 2.6702 0.8627
C 1.9814 1.9343 2.3200
C 0.9041 1.1162 2.6809
O 0.5195 1.0987 3.9852
N -2.1409 0.6001 1.7818
C -2.7639 0.5194 0.5473
C -3.4452 1.6346 0.0615
C -4.1502 1.5747 -1.1393
C -4.1029 0.4003 -1.9150
C -3.3584 -0.6776 -1.5065
C -2.7218 -0.6781 -0.2610
H 0.8229 -5.0729 1.0382
H -0.3611 -5.4301 -0.2512
H -0.7328 -5.7147 1.4871
H -2.1352 -3.6303 -0.9996
H -1.0574 -0.5006 3.1565
H 0.1067 -0.0679 -0.3778
H 1.5414 1.6099 -3.3793
H 0.6040 2.3481 -1.9854
H 0.3782 0.6496 -2.4363
H 3.6263 -0.6465 -0.9156
H 1.9397 -1.1223 -1.3296
H 2.9873 -0.6812 -2.6185
H 3.7353 1.6417 -2.9029
H 4.3255 1.6377 -1.2241
H 3.3241 2.9604 -1.6874
H 3.9941 2.4957 0.0177
H 2.4990 2.4965 3.0588
H 1.0376 1.7227 4.5029
H -2.0030 1.5098 2.1764
H -3.5752 2.5098 0.6954
H -4.6698 2.4517 -1.5037
H -4.6345 0.4178 -2.8584
H -3.2763 -1.6055 -2.0965
```

Formally, the Mulliken partial charges of the atoms, in units of the elementary charge, are as follows:
1 C -1.22
2 C 0.45
3 C -0.45
4 C 0.27
5 N 0.97
6 N -1.50
7 C -1.24
8 C -0.43
9 C 0.18
10 C -0.87
11 C 2.25
12 C -1.61
13 C -1.49
14 C -2.56
15 C 1.00
16 O -0.77
17 C -0.75
18 C 1.30
19 O -0.59
20 N -0.20
21 C 0.84
22 C -0.67
23 C -0.57
24 C -0.72
25 C -0.94
26 C 0.69
27 H 0.34
28 H 0.30
29 H 0.28
30 H 0.32
31 H 0.52
32 H 0.43
33 H 0.42
34 H 0.35
35 H 0.37
36 H 0.33
37 H 0.37
38 H 0.40
39 H 0.49
40 H 0.57
41 H 0.50
42 H 0.18
43 H 0.33
44 H 0.30
45 H 0.35
46 H 0.35
47 H 0.41
48 H 0.39
49 H 0.33


Entry ii
2 unconnected molecules or ions with the total composition C21H23N3O2, computed with wB97M-V/def2-TZVPD.

Output
SMILES string: CNC(=O)[C@H](Cc1ccccc1)NC(C)=O.c1ccc2cnccc2c1

```
49
C21H23N3O2 (wB97M-V/def2-TZVPD)
C -6.0670 3.7009 0.3083
N -4.8252 3.0795 -0.1488
C -3.9446 2.4613 0.6455
O -4.1142 2.3701 1.8593
C -2.6921 1.7990 0.0392
C -1.4642 2.7178 0.1444
C -0.1804 1.9545 0.3806
C 0.0579 1.4201 1.6602
C 1.2492 0.7286 1.9259
C 2.2080 0.5785 0.9121
C 1.9622 1.0850 -0.3780
C 0.7651 1.7737 -0.6463
N -2.7907 1.2188 -1.3168
C -3.1029 1.8338 -2.4593
C -3.0833 0.9793 -3.7050
O -3.3900 3.0193 -2.5436
H -6.8096 2.9293 0.5191
H -6.4524 4.3747 -0.4584
H -5.8817 4.2691 1.2226
H -4.5745 3.1680 -1.1283
H -2.5035 0.9620 0.7117
H -1.3762 3.3449 -0.7434
H -1.6000 3.3882 0.9948
H -0.6713 1.5556 2.4476
H 1.4399 0.3361 2.9152
H 3.1416 0.0833 1.1364
H 2.7037 0.9676 -1.1552
H 0.5836 2.1842 -1.6293
H -2.5735 0.2388 -1.3897
H -3.3491 1.5976 -4.5621
H -2.0837 0.5737 -3.8492
H -3.8036 0.1698 -3.6043
C 4.6144 -1.7497 -0.4148
C 5.6973 -2.4095 0.1740
C 5.4873 -3.5773 0.9157
C 4.1878 -4.0800 1.0848
C 3.9400 -5.2539 1.8112
N 2.7040 -5.7506 1.9950
C 1.6641 -5.0862 1.4667
C 1.8230 -3.9142 0.7244
C 3.1009 -3.4009 0.5134
C 3.3177 -2.2496 -0.2492
H 4.7801 -0.8521 -1.0031
H 6.7032 -2.0202 0.0457
H 6.3372 -4.0897 1.3583
H 4.7770 -5.7894 2.2491
H 0.6627 -5.4771 1.6199
H 0.9490 -3.4214 0.3151
H 2.4768 -1.7414 -0.7113
```

Formally, the Mulliken partial charges of the atoms, in units of the elementary charge, are as follows:
1 C -0.99
2 N -0.05
3 C 0.03
4 O -0.69
5 C 0.28
6 C -1.38
7 C 0.52
8 C -0.27
9 C -0.85
10 C -0.34
11 C -0.64
12 C -0.54
13 N -0.14
14 C 0.86
15 C -1.33
16 O -0.74
17 H 0.29
18 H 0.35
19 H 0.32
20 H 0.21
21 H 0.54
22 H 0.49
23 H 0.50
24 H 0.47
25 H 0.42
26 H 0.57
27 H 0.41
28 H 0.42
29 H 0.28
30 H 0.35
31 H 0.34
32 H 0.34
33 C -0.48
34 C -0.61
35 C -0.59
36 C 0.82
37 C -0.55
38 N -0.65
39 C -0.27
40 C -0.69
41 C 1.01
42 C -0.70
43 H 0.39
44 H 0.39
45 H 0.37
46 H 0.33
47 H 0.35
48 H 0.38
49 H 0.51


Calculated relative energies: entry i 0.0535; entry ii 0.0000, given in hartree